Record 1
14
Properties=species:S:1:pos:R:3:lowdin_charge:R:1 method="wB97M-V/def2-TZVPD" homo_lumo_gap_ev=12.24 homo_energy_ev=-11.6 e_above_lowest_ev=0.6865
C -1.435 -2.745 -0.155 -0.17
C -1.152 -1.206 -0.096 -0.16
H -0.561 -3.168 -0.642 0.05
H -2.290 -2.889 -0.821 0.05
H -1.790 -3.255 0.737 0.06
H -1.675 -0.848 0.801 0.06
H -0.136 -0.876 0.074 0.05
H -1.667 -0.829 -0.972 0.05
O 0.335 2.818 4.441 -0.06
H 0.598 3.604 3.955 0.03
H 0.766 2.098 3.959 0.04
O 3.266 2.669 -3.684 -0.05
H 2.609 2.349 -3.061 0.03
H 3.132 2.278 -4.536 0.02

Record 2
18
Properties=species:S:1:pos:R:3:lowdin_charge:R:1 method="wB97M-V/def2-TZVPD" total_charge=+1 homo_lumo_gap_ev=8.35 homo_energy_ev=-12.7 e_above_lowest_ev=1.9770
C -1.977 -0.861 -0.107 -0.01
N -0.951 -1.774 -0.223 0.04
C 0.321 -1.606 0.489 -0.45
S 1.932 -1.155 -0.298 0.90
C 2.118 0.637 -0.081 -0.43
N 0.738 1.143 0.142 -0.11
C -0.356 1.072 -0.646 -0.26
N -1.619 0.445 -0.116 0.07
H -2.963 -1.148 -0.430 0.16
H -1.223 -2.763 -0.382 0.17
H 0.250 -0.916 1.316 0.09
H 0.498 -2.543 0.985 0.08
H 2.662 1.089 -0.863 0.06
H 2.820 0.954 0.695 0.09
H 0.659 1.818 0.852 0.12
H -0.295 0.578 -1.701 0.18
H -0.807 2.092 -1.034 0.17
H -2.280 1.202 -0.088 0.14

Record 3
92
Properties=species:S:1:pos:R:3:lowdin_charge:R:1 method="wB97M-V/def2-TZVPD" total_charge=+1 homo_lumo_gap_ev=6.91 homo_energy_ev=-10.6 e_above_lowest_ev=0.0000
Zr 0.014 0.801 1.649 1.78
C -1.533 -4.742 -2.782 -0.03
C -1.485 -3.564 -1.846 -0.23
C -2.600 -3.188 -1.107 0.05
C -2.589 -2.089 -0.251 -0.05
C -3.788 -1.794 0.606 -0.29
O -4.427 -2.711 1.064 0.14
C -4.136 -0.372 0.902 -0.16
C -4.470 -0.025 2.206 -0.01
C -4.764 1.295 2.515 -0.06
C -4.769 2.258 1.514 -0.08
C -4.468 1.904 0.204 -0.09
C -4.131 0.594 -0.098 -0.04
C -1.404 -1.375 -0.119 -0.26
O -1.301 -0.286 0.667 -0.29
C -0.245 -1.778 -0.794 -0.12
C -0.299 -2.851 -1.670 0.03
C 0.963 -1.003 -0.421 -0.17
N 1.271 -1.012 0.979 -0.11
C 0.952 -2.198 1.819 -0.25
C 1.534 -3.534 1.365 -0.45
Te 3.575 -3.569 0.687 1.33
C 3.054 -3.961 -1.320 -0.58
C 3.294 -3.022 -2.319 -0.16
C 2.944 -3.290 -3.636 -0.08
C 2.347 -4.500 -3.963 -0.08
C 2.112 -5.444 -2.972 -0.09
C 2.470 -5.180 -1.657 -0.15
C 1.594 -0.114 -1.223 -0.10
C 2.615 0.877 -0.647 -0.46
C 3.267 1.727 -1.707 -0.03
C 2.894 1.724 -2.985 -0.06
C 1.824 0.855 -3.458 -0.06
C 1.227 -0.007 -2.627 -0.04
H -2.558 -5.069 -2.950 0.08
H -0.975 -5.588 -2.373 0.08
H -1.090 -4.497 -3.749 0.08
H -3.519 -3.759 -1.186 0.13
H -4.470 -0.789 2.973 0.13
H -5.002 1.568 3.535 0.11
H -5.026 3.283 1.752 0.11
H -4.509 2.649 -0.582 0.10
H -3.881 0.311 -1.116 0.12
H 0.596 -3.151 -2.206 0.10
H -0.131 -2.303 1.889 0.12
H 1.309 -1.930 2.813 0.12
H 0.972 -3.939 0.524 0.04
H 1.442 -4.242 2.186 0.06
H 3.754 -2.070 -2.075 0.08
H 3.142 -2.554 -4.405 0.11
H 2.077 -4.712 -4.989 0.11
H 1.662 -6.396 -3.225 0.11
H 2.304 -5.933 -0.895 0.10
H 4.333 0.825 0.495 0.10
H 4.076 2.362 -1.359 0.12
H 3.400 2.365 -3.697 0.11
H 1.536 0.899 -4.501 0.11
H 0.453 -0.672 -2.989 0.12
N -0.394 2.864 2.784 0.02
C -1.001 3.934 2.032 -0.21
C -1.318 5.152 2.557 0.02
C -1.914 6.143 1.745 -0.04
C -2.177 5.900 0.429 -0.01
C -1.860 4.644 -0.140 -0.14
C -2.098 4.314 -1.492 0.02
C -1.785 3.064 -1.948 -0.02
C -1.233 2.133 -1.057 -0.11
N -0.964 2.414 0.203 0.00
C -1.275 3.656 0.677 -0.16
H 0.547 3.134 3.105 0.08
H -0.945 2.640 3.610 0.10
H -1.112 5.361 3.599 0.13
H -2.159 7.102 2.182 0.12
H -2.630 6.660 -0.195 0.13
H -2.533 5.055 -2.151 0.13
H -1.961 2.772 -2.974 0.12
H -1.003 1.128 -1.390 0.11
F 4.786 1.070 3.036 0.14
C 3.838 1.132 3.999 -0.56
F 3.671 -0.093 4.490 0.17
F 4.276 1.929 4.960 0.19
C 2.548 1.681 3.344 -0.52
O 2.456 2.888 3.164 0.07
O 1.722 0.786 2.962 -0.18
N -1.556 -0.136 4.550 0.02
C -1.042 0.145 3.554 -0.35
N 3.592 0.200 0.193 0.10
N 1.852 1.792 0.291 0.07
H 4.015 -0.588 -0.284 0.06
H 2.261 -0.753 1.095 0.07
H 1.446 2.528 -0.281 0.10
H 2.513 2.268 0.907 0.09

Record 4
19
Properties=species:S:1:pos:R:3:lowdin_charge:R:1 method="wB97M-V/def2-TZVPD" total_charge=-2 homo_lumo_gap_ev=7.28 homo_energy_ev=-0.9 e_above_lowest_ev=2.2703
C 1.832 0.901 -0.189 -0.13
N 0.821 -0.141 -0.316 -0.25
C 1.318 -1.461 -0.093 -0.17
C -0.442 0.212 0.495 -0.24
C -0.803 1.635 0.180 -0.81
O -0.955 1.929 -1.051 -0.12
O -0.921 2.465 1.076 -0.06
P -2.018 -0.835 0.247 0.23
O -1.690 -2.287 0.426 -0.42
O -3.190 -0.352 1.010 -0.38
O -2.256 -0.555 -1.354 -0.24
H 2.122 1.143 0.848 0.07
H 2.838 0.572 -0.720 0.10
H 1.438 1.680 -0.698 0.02
H 2.182 -1.517 0.573 0.04
H 0.430 -2.096 0.315 0.08
H 1.806 -1.844 -1.026 0.06
H -0.094 0.101 1.624 0.14
H -2.418 0.451 -1.348 0.06

Record 5
55
Properties=species:S:1:pos:R:3:lowdin_charge:R:1 method="wB97M-V/def2-TZVPD" homo_lumo_gap_ev=6.36 homo_energy_ev=-6.6 e_above_lowest_ev=0.0000
Ru 1.529 -0.626 -0.571 0.49
N 4.272 -3.585 0.899 0.07
C 3.577 -2.483 0.509 -0.88
S 2.567 -2.622 -0.903 0.58
N 3.754 -1.387 1.185 -0.01
N 3.089 -0.309 0.618 -0.21
C 3.570 0.832 0.947 -0.06
C 3.227 2.108 0.321 -0.13
C 4.266 3.042 0.278 -0.03
C 4.168 4.221 -0.438 -0.08
C 3.011 4.475 -1.154 -0.06
C 1.953 3.582 -1.099 -0.04
C 2.029 2.428 -0.331 -0.27
O 0.929 1.604 -0.211 -0.25
H 3.901 -4.477 0.622 0.08
H 4.717 -3.534 1.800 0.10
H 4.418 0.821 1.626 0.13
H 5.184 2.807 0.802 0.12
H 4.996 4.916 -0.458 0.11
H 2.921 5.370 -1.756 0.11
H 1.051 3.787 -1.656 0.09
C -1.358 2.467 -1.783 -0.14
Si -0.658 2.283 -0.061 0.46
C -0.504 3.900 0.855 -0.14
C -1.772 1.183 0.915 -0.17
H -2.428 2.674 -1.707 0.04
H -1.250 1.531 -2.337 0.03
H -0.908 3.262 -2.376 0.03
H -1.510 4.208 1.150 0.04
H -0.052 4.715 0.295 0.03
H 0.074 3.755 1.771 0.05
H -2.705 1.743 1.048 0.05
H -1.364 0.942 1.895 0.03
H -2.016 0.247 0.415 0.02
C -5.083 -3.431 -1.160 -0.06
C -3.767 -2.981 -0.585 -0.28
C -3.487 -3.104 0.769 -0.02
C -2.272 -2.706 1.313 -0.31
C -2.033 -2.840 2.790 -0.10
C -1.287 -2.163 0.475 -0.52
Se 0.329 -1.542 1.292 0.75
C -1.548 -2.042 -0.893 -0.30
C -0.525 -1.508 -1.858 -0.13
C -2.780 -2.443 -1.399 -0.02
H -5.813 -3.614 -0.371 0.07
H -4.969 -4.356 -1.728 0.08
H -5.498 -2.681 -1.835 0.08
H -4.242 -3.516 1.431 0.11
H -2.890 -3.296 3.283 0.07
H -1.847 -1.864 3.246 0.07
H -1.149 -3.450 2.989 0.07
H -0.156 -0.490 -1.548 0.02
H -0.967 -1.295 -2.832 0.09
H 0.278 -2.224 -2.026 0.02
H -2.969 -2.334 -2.463 0.12

Record 6
16
Properties=species:S:1:pos:R:3:lowdin_charge:R:1 method="wB97M-V/def2-TZVPD" homo_lumo_gap_ev=9.80 homo_energy_ev=-9.1 e_above_lowest_ev=1.4797
H 2.551 -1.563 -0.919 0.05
N 1.617 -1.682 -0.513 0.12
C 0.926 -0.682 -0.904 -0.55
C 1.283 0.468 -1.785 -0.08
N -0.461 -0.778 -0.600 -0.31
S -1.480 0.607 -0.530 0.89
C -1.039 1.340 1.033 -0.51
N -1.041 0.829 2.185 -0.09
N -1.470 -0.444 2.270 -0.01
H 0.713 0.567 -2.745 0.09
H 2.357 0.380 -2.121 0.09
H 1.235 1.411 -1.221 0.07
H -0.662 -1.421 0.149 0.05
H -0.607 2.336 0.955 0.06
H -2.115 -0.722 1.551 0.05
H -1.806 -0.648 3.195 0.09